C13H23CdF5NOPTe as an isolated structure in a non-equilibrium geometry. Source: OMol25; level of theory: wB97M-V/def2-TZVPD.

Positions of all 46 atoms, in Å:
C  -2.78830  0.20978  -4.09456
C  -2.56805  -0.98356  -3.44569
C  -1.77104  -1.05932  -2.28731
C  -1.20528  0.09752  -1.73883
C  -1.41142  1.29967  -2.41016
C  -2.24299  1.37850  -3.54874
C  -1.68018  -2.38918  -1.59349
C  -0.25402  -3.03040  -1.43050
N  0.81618  -1.99783  -1.23355
Cd  -0.11578  -0.13732  0.26721
C  -0.81694  2.56734  -1.84842
P  0.75638  1.97999  -1.06314
H  -3.05663  -1.91080  -3.80007
H  -2.52105  2.32538  -3.99859
H  -3.38959  0.22486  -5.01772
H  -1.39522  2.93732  -0.99241
H  -0.69869  3.40267  -2.55921
H  -2.07340  -2.25788  -0.56661
H  -2.30623  -3.14698  -2.10090
H  -0.26744  -3.65208  -0.50928
C  1.47845  3.41736  -0.14560
C  1.73850  2.07580  -2.71665
H  -0.04162  -3.69612  -2.30715
C  1.40596  -1.52888  -2.51648
C  1.89265  -2.45226  -0.31602
H  0.15325  1.66663  0.55904
H  1.89733  -2.36018  -3.07570
H  0.60346  -1.10019  -3.14406
H  2.16095  -0.76691  -2.24568
H  2.50644  -3.24998  -0.77641
H  2.51436  -1.56697  -0.09763
H  1.42309  -2.87902  0.58970
H  1.79170  3.11920  -3.13591
H  2.76184  1.71679  -2.47266
H  1.27128  1.41158  -3.48329
H  1.62806  4.36498  -0.70265
H  0.80421  3.58827  0.71682
H  2.42427  3.00485  0.26018
H  1.31254  1.05584  0.60155
F  -0.43600  -0.28394  5.29058
Te  -0.72149  -1.09083  3.52975
F  -0.94788  0.79815  2.86432
F  1.18179  -0.74137  3.24306
F  -0.23564  -2.82668  4.31112
F  -2.63940  -1.05966  3.95571
O  -0.92781  -1.73004  1.81436

Summary:
- charge = 0
- strongest force on any atom (eV Å⁻¹) = 8.29
- HOMO level (alpha / beta) (eV) = -7.66 / -7.67
- E_tot (eV) = -52118.1804
- Kohn-Sham gap (alpha / beta) (eV) = 5.26 / 5.26
- molar mass (g mol⁻¹) = 575.31